Formula: C4H7ClS
Source: the Open Molecules 2025 dataset
Level of theory: ωB97M-V/def2-TZVPD

Each line ends with the natural charge from an NBO analysis.
CARTESIAN COORDINATES (ANGSTROEM)
C1 -1.11381 -0.42330 0.98660  -0.45
C2 -0.43248 0.40506 0.05811  -0.19
C3 -0.20042 1.80469 0.30406  -0.66
C4 1.89494 -1.54159 -1.28506  -0.42
S1 -1.51839 -0.56882 -0.86137  0.22
Cl1 0.47963 -2.22354 -1.92097  0.05
H1 -0.84897 -1.43719 1.38831  0.22
H2 -1.96977 -0.10117 1.65266  0.20
H3 -0.98394 2.20013 0.84638  0.21
H4 -0.27809 2.41180 -0.66719  0.23
H5 0.75202 1.91729 1.00781  0.23
H6 2.35352 -1.94319 -0.30780  0.18
H7 1.86575 -0.50017 -1.20153  0.17

Cartesian forces, eV/Å:
C -2.2 -2.5 1.4
C 0.3 -1.5 0.2
C 2.7 1.5 -1.5
C 0.5 -1.3 2.4
S -0.8 1.4 1.0
Cl 1.3 -0.8 -0.4
H 0.6 1.0 -0.7
H 0.9 0.4 -0.9
H -1.9 0.8 1.6
H 1.1 -0.7 1.4
H -1.7 0.1 -2.0
H -0.9 -0.1 -1.8
H 0.0 1.7 -0.7

* E_tot: -27613.5457 eV
* E_LUMO (spin up / spin down): -0.0014 / -0.0021 Ha
* energy relative to the best compared isomer or geometry (same formula, charge and spin): 498.3 kJ/mol
* Kohn-Sham gap (spin up / spin down): 7.28 / 8.17 eV

Formula: C7H13ClN
Source: the Open Molecules 2025 dataset
Level of theory: ωB97M-V/def2-TZVPD

Each line ends with the natural charge from an NBO analysis.
CARTESIAN COORDINATES (ANGSTROEM)
C1 2.20789 0.67072 -0.30061  -0.02
C2 -0.30230 0.12189 -1.05114  -0.58
C3 0.57307 -1.09655 -0.64180  -0.21
C4 -1.06118 0.96050 -0.03531  0.62
C5 -1.36443 0.41456 1.27117  -0.76
C6 -1.48969 2.29643 -0.34279  -0.80
C7 2.57831 -1.74040 0.39497  -0.44
N1 1.90372 -0.61959 -0.25831  -0.41
Cl1 3.82715 1.10159 -0.00521  0.04
H1 0.26368 0.93659 -1.61161  0.32
H2 -1.05004 -0.21830 -1.93434  0.32
H3 0.33325 -1.82647 0.19181  0.23
H4 0.57144 -1.63957 -1.50136  0.22
H5 -1.98363 -0.38493 1.38120  0.30
H6 -1.98469 1.09404 1.83874  0.25
H7 -0.25943 0.24921 1.72568  0.31
H8 -2.07638 2.43041 -1.24330  0.34
H9 -0.75238 2.86592 -0.84098  0.32
H10 -1.88956 2.84527 0.61538  0.27
H11 3.57539 -1.38285 0.52502  0.24
H12 2.64481 -2.54657 -0.18215  0.21
H13 2.18843 -2.04579 1.42200  0.22

Cartesian forces, eV/Å:
C -0.9 -0.7 -0.6
C -1.9 1.0 -1.4
C -0.7 2.6 2.5
C 0.0 -1.9 -1.6
C 3.2 2.7 1.2
C -1.0 1.1 2.6
C 1.1 3.2 3.2
N -0.1 -0.2 0.7
Cl 0.2 -0.4 0.4
H 0.0 -1.5 0.6
H 1.0 0.7 2.2
H -0.9 1.2 -0.9
H 0.8 -1.9 -2.4
H -0.9 -3.4 -0.6
H 0.6 0.8 0.5
H -2.5 0.1 -0.6
H -1.3 -0.7 -0.1
H 2.0 0.8 0.1
H 0.5 -0.9 -2.3
H 0.9 -0.1 0.4
H -0.1 -3.4 -2.6
H 0.0 0.8 -1.4

* E_tot: -21470.4729 eV
* E_LUMO: -0.2192 Ha
* charge: +1
* energy relative to the best compared isomer or geometry (same formula, charge and spin): 534.1 kJ/mol
* Kohn-Sham gap: 6.01 eV

Formula: C23H28Cl45O4P
Source: the Open Molecules 2025 dataset
Level of theory: ωB97M-V/def2-TZVPD

Each line ends with the Mulliken charge.
CARTESIAN COORDINATES (ANGSTROEM)
C1 3.61080 -3.37675 -1.10488  -0.71
C2 2.63834 -3.03219 -1.75975  -0.57
C3 1.33868 -2.40781 -2.30908  0.32
C4 0.67284 -3.34693 -3.37519  -0.76
C5 -0.58949 -4.10045 -2.86397  -1.15
C6 -1.59960 -3.20547 -2.05988  0.73
C7 -1.54553 -3.65624 -0.54003  -0.65
O1 -2.37663 -2.68443 0.12281  -0.37
P1 -3.79019 -2.71074 -0.94009  1.18
C8 -3.67357 -0.82355 -1.37665  0.04
O2 -3.04047 -0.07539 -0.60356  -0.46
O3 -4.28427 -0.38140 -2.46696  -0.81
O4 -2.97988 -3.24993 -2.40935  -0.67
H1 4.46230 -3.48703 -0.45195  0.63
H2 1.67061 -1.47206 -2.81979  0.23
H3 0.67578 -2.10289 -1.47780  0.23
H4 0.43282 -2.75666 -4.29082  0.36
H5 1.43055 -4.10263 -3.69550  0.44
H6 -1.15601 -4.50833 -3.73976  0.30
H7 -0.27885 -4.99334 -2.27440  0.31
H8 -1.29745 -2.14885 -2.26585  0.13
H9 -2.10382 -4.61286 -0.34820  0.25
H10 -0.51286 -3.78667 -0.12166  0.27
H11 -4.50167 -2.27968 0.28089  -0.18
H12 -5.13718 -2.70240 -1.51528  -0.08
H13 -4.15190 -4.06103 -0.53669  -0.79
C9 -4.52669 -6.09502 2.39047  -0.02
Cl1 -4.70796 -5.77949 0.66239  -0.12
Cl2 -2.82722 -6.38696 2.79659  -0.16
Cl3 -5.16790 -4.74923 3.34006  -0.14
H14 -5.09112 -6.98571 2.64285  0.33
C10 -6.87452 0.98274 -1.08721  0.93
Cl4 -7.08426 2.74062 -1.21218  -0.20
Cl5 -6.81399 0.48374 0.60647  -0.17
Cl6 -8.17767 0.14409 -1.94421  -0.16
H15 -5.91965 0.71021 -1.55587  -0.39
C11 5.22461 -0.79078 1.58235  0.53
Cl7 4.86775 0.94003 1.55702  -0.05
Cl8 5.27435 -1.39999 3.24622  -0.15
Cl9 4.01550 -1.66163 0.61900  -0.04
H16 6.19857 -0.94860 1.13486  -0.31
C12 6.87637 -0.61871 -1.91555  0.44
Cl10 7.84826 0.58982 -2.75667  -0.12
Cl11 6.36379 -1.89166 -3.02648  -0.15
Cl12 7.77747 -1.31210 -0.55878  -0.20
H17 5.98860 -0.13013 -1.52398  -0.04
C13 1.48270 3.38620 1.39144  0.74
Cl13 2.77979 4.59312 1.34127  -0.17
Cl14 2.01673 1.86962 0.66806  0.02
Cl15 0.93570 3.12682 3.04834  -0.06
H18 0.64726 3.75846 0.80917  -0.53
C14 4.62864 2.84697 -4.24926  0.05
Cl16 5.95384 4.01769 -4.32928  -0.15
Cl17 5.11159 1.31492 -4.98223  -0.08
Cl18 4.11051 2.60808 -2.57890  -0.01
H19 3.79099 3.24248 -4.81282  0.19
C15 8.49406 -2.07926 -6.18935  0.54
Cl19 7.76302 -1.71943 -7.75727  -0.13
Cl20 9.02764 -3.76242 -6.12279  -0.13
Cl21 9.84207 -0.98518 -5.86477  -0.13
H20 7.74360 -1.92933 -5.42083  -0.14
C16 -2.49942 1.23810 2.60090  -0.10
Cl22 -2.84723 2.88210 3.17861  -0.20
Cl23 -1.52742 1.27862 1.14623  0.13
Cl24 -1.68153 0.30105 3.86132  -0.05
H21 -3.44144 0.75181 2.36621  0.27
C17 -0.35758 5.38436 -2.13242  0.12
Cl25 0.93436 6.59308 -2.19284  -0.08
Cl26 0.19045 3.85703 -2.82392  0.00
Cl27 -0.91166 5.14560 -0.47217  -0.11
H22 -1.19231 5.74748 -2.71975  0.09
C18 -11.72098 0.23697 0.03805  0.03
Cl28 -10.00874 0.29424 0.43237  -0.02
Cl29 -12.39267 -1.36690 0.37435  -0.14
Cl30 -12.61848 1.48149 0.92720  -0.16
H23 -11.83270 0.43409 -1.02240  0.25
C19 4.28109 7.40118 -4.86725  0.20
Cl31 4.70817 8.58823 -6.10691  -0.15
Cl32 3.35999 8.16040 -3.56973  -0.12
Cl33 3.35903 6.07146 -5.57151  -0.10
H24 5.19771 6.99945 -4.44986  0.16
C20 -2.82890 3.05495 -5.49202  0.00
Cl34 -2.59688 4.60154 -4.64890  -0.18
Cl35 -3.22455 1.78932 -4.34089  0.04
Cl36 -4.08963 3.21149 -6.72837  -0.17
H25 -1.90002 2.79390 -5.98657  0.25
C21 1.78355 -0.59235 5.96922  -0.08
Cl37 1.92467 -0.03199 4.30455  0.02
Cl38 1.89711 0.76929 7.09523  -0.16
Cl39 0.26796 -1.46847 6.21217  -0.10
H26 2.60431 -1.27130 6.17182  0.32
C22 -1.48930 1.92990 9.59875  0.01
Cl40 -1.61041 1.40705 7.92001  -0.04
Cl41 0.19149 1.88829 10.15200  -0.11
Cl42 -2.16963 3.55162 9.79656  -0.15
H27 -2.06373 1.24457 10.21107  0.28
C23 2.63583 -1.37094 11.12553  -0.09
Cl43 2.25569 -0.51558 9.62881  0.04
Cl44 3.44429 -0.29339 12.27374  -0.14
Cl45 1.17194 -2.05661 11.84409  -0.14
H28 3.31184 -2.18538 10.89199  0.32

Cartesian forces, eV/Å:
C -1.1 -0.3 -1.5
C -0.5 0.5 1.1
C 1.8 -0.5 -0.5
C -0.2 -0.2 -0.1
C -0.9 -0.3 -0.8
C 0.7 -1.0 0.2
C -0.6 1.3 0.2
O 1.5 -1.5 -1.3
P -4.3 1.7 1.5
C 0.0 0.9 -2.2
O -0.5 -0.1 -0.2
O 0.6 -0.6 1.9
O 1.5 -0.5 0.7
H -0.5 -0.8 -1.1
H -0.3 -0.5 0.4
H 0.4 -0.4 -0.4
H 0.0 -0.3 0.8
H -0.5 0.6 0.2
H 0.5 0.3 0.5
H -0.2 0.6 -0.2
H 0.1 -0.4 0.9
H 0.8 0.1 -0.9
H -0.6 0.5 -0.2
H -0.1 0.0 0.2
H 0.4 -0.1 -0.8
H 1.1 0.4 -0.6
C -0.3 -0.1 -0.3
Cl 0.0 -0.3 0.8
Cl 0.0 -0.1 0.0
Cl 0.0 -0.1 0.0
H 0.1 0.1 0.1
C 0.4 -0.2 -0.1
Cl -0.1 0.0 0.0
Cl 0.0 0.0 0.0
Cl 0.5 0.0 -0.6
H 0.1 -0.2 -0.1
C -0.5 0.2 0.2
Cl 0.5 -0.1 0.1
Cl 0.1 0.0 0.0
Cl 0.7 1.5 1.3
H -0.2 0.0 0.2
C -0.1 0.0 -0.2
Cl 0.0 0.0 0.1
Cl 0.0 0.0 0.1
Cl 0.2 0.0 -0.2
H 0.0 -0.1 0.0
C -0.2 -0.2 0.1
Cl 0.0 0.0 -0.1
Cl -0.3 0.2 -0.1
Cl 0.1 0.1 -0.1
H 0.1 -0.1 0.1
C -0.1 -0.1 0.2
Cl 0.1 0.0 0.0
Cl -0.1 0.0 -0.1
Cl 0.0 0.0 -0.1
H 0.1 0.0 0.0
C 0.0 0.0 -0.1
Cl 0.0 0.0 0.1
Cl 0.0 0.1 0.0
Cl -0.1 0.0 0.0
H 0.1 0.0 0.0
C 0.3 -0.1 -0.6
Cl -0.1 0.1 0.1
Cl 0.1 0.3 0.4
Cl -0.1 0.0 0.2
H 0.1 0.0 0.0
C 0.1 -0.2 0.1
Cl -0.1 -0.1 0.0
Cl 0.1 0.1 0.1
Cl -0.2 0.1 -0.2
H 0.1 0.0 0.0
C 0.5 0.0 0.1
Cl -0.8 0.0 0.5
Cl -0.1 0.0 0.0
Cl -0.1 0.0 0.0
H -0.1 0.0 0.1
C -0.1 0.0 0.0
Cl 0.0 0.0 0.0
Cl 0.3 0.1 -0.1
Cl 0.0 0.1 0.0
H -0.1 0.0 0.0
C -0.1 -0.7 0.5
Cl -0.1 0.3 -0.2
Cl -0.1 0.0 0.1
Cl 0.0 0.1 -0.1
H -0.1 0.2 0.0
C -0.1 0.0 -0.3
Cl 0.0 -0.1 0.2
Cl 0.0 0.3 -0.5
Cl 0.1 0.0 0.0
H -0.1 0.1 0.0
C 0.0 0.0 -0.3
Cl 0.0 0.0 0.2
Cl -0.3 0.2 0.1
Cl 0.0 0.0 0.1
H 0.1 0.1 0.0
C -0.1 0.1 -0.2
Cl 0.4 -0.6 0.5
Cl 0.0 0.0 0.0
Cl 0.1 0.0 0.0
H 0.0 0.0 0.1

* E_tot: -605287.2303 eV
* E_LUMO: 0.0926 Ha
* charge: -2
* Kohn-Sham gap: 3.09 eV